Arrangement a

The following is a DFT calculation (ωB97M-V/def2-TZVPD) of the molecule C2H3N3O.

SMILES: [H]/N=c1\nc[nH]o1
LUMO, Ha: 0.016

XYZ file:
```
9
Properties=species:S:1:pos:R:3:nbo_charge:R:1
H 2.369 0.786 0.301 0.359
N 2.207 -0.187 0.102 -0.691
C 1.003 -0.140 -0.146 0.582
N 0.186 1.147 -0.245 -0.536
C -1.051 0.553 0.115 0.233
N -1.112 -0.696 0.059 -0.284
O 0.284 -1.293 -0.148 -0.296
H -1.989 1.070 0.120 0.217
H -1.898 -1.241 -0.159 0.416
```

=====

Arrangement b

The following is a DFT calculation (ωB97M-V/def2-TZVPD) of the molecule C2H3N3O.

LUMO, Ha: 0.015

XYZ file:
```
9
Properties=species:S:1:pos:R:3:nbo_charge:R:1
O 0.575 1.269 -1.368 -0.523
C -1.281 0.579 -0.144 0.007
N -1.272 -0.055 1.019 -0.361
N -0.101 -0.781 1.077 -0.328
C 0.632 -0.646 -0.007 0.187
N -0.076 0.209 -0.761 -0.128
H -0.186 1.864 -1.517 0.494
H 0.175 -1.235 1.934 0.420
H 1.534 -1.203 -0.233 0.232
```

=====

Which structure loses on stability? arrangement b does.

=====

Arrangement a

The following is a DFT calculation (ωB97M-V/def2-TZVPD) of the molecule C2H3N3O.

LUMO (alpha / beta), Ha: -0.066 / -0.066

XYZ file:
```
9
Properties=species:S:1:pos:R:3:nbo_charge:R:1
C -1.353 -0.008 0.049 -0.581
C 0.209 -0.040 0.031 0.279
N 0.364 -1.038 0.720 -0.065
O 2.567 -0.417 0.194 -0.303
N 2.266 0.564 -0.469 0.286
N 1.014 0.883 -0.639 -0.372
H -1.578 0.957 0.493 0.249
H -1.617 -0.106 -1.000 0.249
H -1.872 -0.794 0.621 0.257
```

=====

Arrangement b

The following is a DFT calculation (ωB97M-V/def2-TZVPD) of the molecule C2H3N3O.

SMILES: On1ccnn1
LUMO, Ha: 0.012

XYZ file:
```
9
Properties=species:S:1:pos:R:3:nbo_charge:R:1
O 2.076 -0.522 -0.063 -0.467
N 0.679 -0.349 0.019 0.083
C -0.135 0.739 -0.046 -0.138
C -1.432 0.145 -0.050 -0.129
N -1.242 -1.198 -0.012 -0.231
N -0.024 -1.497 -0.037 -0.056
H 2.365 0.454 0.202 0.476
H 0.161 1.770 -0.085 0.234
H -2.447 0.458 0.072 0.229
```

=====

Which structure loses on stability? arrangement a does.

=====

Arrangement a

The following is a DFT calculation (ωB97M-V/def2-TZVPD) of the molecule C2H3N3O.

LUMO (alpha / beta), Ha: -0.025 / -0.025

XYZ file:
```
9
Properties=species:S:1:pos:R:3:nbo_charge:R:1
C -1.124 0.052 -0.006 -0.636
C 0.370 0.001 -0.032 -0.014
N 1.025 -1.016 0.841 0.162
O 1.305 -2.017 0.250 -0.215
N 1.838 1.810 -0.707 -0.020
N 1.128 0.975 -0.377 0.033
H -1.499 0.971 -0.462 0.238
H -1.561 -0.797 -0.538 0.228
H -1.481 0.022 1.030 0.224
```

=====

Arrangement b

The following is a DFT calculation (ωB97M-V/def2-TZVPD) of the molecule C2H3N3O.

LUMO (alpha / beta), Ha: -0.074 / -0.046

XYZ file:
```
9
Properties=species:S:1:pos:R:3:nbo_charge:R:1
O -1.263 1.991 -0.259 -0.635
C -0.779 0.810 0.123 0.505
N -0.791 0.202 1.219 -0.160
N 0.941 -1.432 0.594 -0.602
C 0.743 -0.877 -0.543 0.214
N -0.280 -0.036 -0.808 -0.357
H -1.724 2.396 0.492 0.500
H 1.810 -1.966 0.614 0.346
H 1.342 -1.088 -1.433 0.189
```

=====

Which structure loses on stability? arrangement a does.

=====

Arrangement a

The following is a DFT calculation (ωB97M-V/def2-TZVPD) of the molecule C2H3N3O.

SMILES: On1cncn1
LUMO, Ha: 0.032

XYZ file:
```
9
Properties=species:S:1:pos:R:3:nbo_charge:R:1
O 1.976 0.273 0.075 -0.488
N 0.601 -0.010 0.060 0.088
C -0.451 1.012 0.333 0.114
N -1.574 0.329 0.338 -0.452
C -1.272 -0.945 0.182 0.106
N 0.050 -1.197 0.031 -0.282
H 2.277 -0.596 0.302 0.482
H -0.224 2.089 0.287 0.228
H -1.820 -1.844 0.154 0.205
```

=====

Arrangement b

The following is a DFT calculation (ωB97M-V/def2-TZVPD) of the molecule C2H3N3O.

SMILES: On1nccn1
LUMO, Ha: -0.004

XYZ file:
```
9
Properties=species:S:1:pos:R:3:nbo_charge:R:1
O -1.298 1.420 -1.508 -0.477
N -0.415 0.470 -0.462 0.253
N 0.461 -0.428 -0.849 -0.253
C 0.955 -0.904 0.293 -0.095
C 0.260 -0.234 1.288 -0.110
N -0.581 0.628 0.800 -0.220
H -0.925 1.111 -2.274 0.463
H 1.506 -1.735 0.398 0.216
H 0.038 -0.327 2.312 0.223
```

=====

Which structure loses on stability? arrangement b does.

=====

Arrangement a

The following is a DFT calculation (ωB97M-V/def2-TZVPD) of the molecule C2H3N3O.

SMILES: Oc1nc[nH]n1
LUMO, Ha: 0.014

XYZ file:
```
9
Properties=species:S:1:pos:R:3:nbo_charge:R:1
O 2.139 -0.313 -0.345 -0.645
C 0.825 -0.239 -0.116 0.547
N 0.054 -1.342 -0.177 -0.445
C -1.145 -1.001 0.182 0.089
N -1.016 0.608 0.440 -0.392
N 0.226 0.907 0.146 -0.306
H 2.503 0.564 -0.161 0.495
H -1.984 -0.647 -0.368 0.243
H -1.605 1.468 0.417 0.413
```

=====

Arrangement b

The following is a DFT calculation (ωB97M-V/def2-TZVPD) of the molecule C2H3N3O.

SMILES: C1=NNC=NO1
LUMO, Ha: 0.002

XYZ file:
```
9
Properties=species:S:1:pos:R:3:nbo_charge:R:1
C 0.415 0.090 1.361 0.278
N 1.103 -0.451 0.342 -0.281
N 0.413 -0.517 -0.675 -0.375
C -0.654 0.271 -1.039 0.170
N -1.174 1.009 -0.070 -0.188
O -0.877 0.112 1.235 -0.418
H 0.762 0.074 2.462 0.195
H 0.923 -0.872 -1.378 0.382
H -0.910 0.285 -2.238 0.236
```

=====

Which structure loses on stability? arrangement b does.

=====

Arrangement a

The following is a DFT calculation (ωB97M-V/def2-TZVPD) of a 3-piece molecular cluster, C17H42BN2O6S overall.

LUMO, Ha: 0.101
Net charge: -1

XYZ file:
```
69
Properties=species:S:1:pos:R:3:nbo_charge:R:1
S 6.717 2.243 2.418 -0.083
C 5.776 1.074 1.396 -0.536
C 5.206 -0.154 2.114 -0.417
C 3.895 -0.677 1.519 -0.427
C 2.577 0.114 1.749 0.081
C 2.711 1.549 2.342 -0.076
O 2.284 2.458 1.370 -0.739
B 2.235 1.707 0.090 0.436
O 1.885 0.316 0.549 -0.751
H 5.639 2.858 2.912 0.124
H 4.983 1.626 0.886 0.265
H 6.500 0.774 0.630 0.212
H 5.943 -0.967 2.075 0.196
H 5.072 0.070 3.180 0.199
H 3.753 -1.690 1.918 0.189
H 3.994 -0.785 0.431 0.221
H 1.950 -0.496 2.412 0.150
H 3.743 1.750 2.667 0.131
H 2.072 1.640 3.234 0.150
H 1.386 2.140 -0.681 -0.134
H 3.347 1.714 -0.507 -0.176
C -1.388 4.200 -0.609 -0.243
O -1.637 2.821 -0.719 -0.565
C -1.182 2.055 0.398 -0.086
C -2.347 1.389 1.088 -0.244
N -3.246 2.359 1.698 -0.627
C -4.494 1.823 2.209 -0.241
C -5.435 1.114 1.240 -0.082
O -6.041 1.966 0.282 -0.553
C -5.271 2.202 -0.881 -0.247
H -1.616 4.650 -1.576 0.177
H -2.008 4.687 0.157 0.146
H -0.338 4.395 -0.370 0.191
H -0.612 2.689 1.084 0.195
H -0.494 1.292 0.034 0.225
H -1.952 0.730 1.868 0.192
H -2.845 0.749 0.346 0.161
H -3.432 3.101 1.035 0.354
H -5.053 2.643 2.669 0.194
H -4.257 1.111 3.009 0.183
H -6.257 0.692 1.825 0.178
H -4.933 0.285 0.728 0.165
H -4.705 1.313 -1.173 0.173
H -4.561 3.024 -0.761 0.170
H -5.967 2.458 -1.681 0.178
C -0.091 -1.496 -4.481 -0.240
O 0.884 -1.716 -3.497 -0.564
C 0.698 -0.957 -2.293 -0.075
C 0.343 -1.841 -1.127 -0.263
N -0.961 -2.473 -1.304 -0.628
C -1.330 -3.426 -0.272 -0.241
C -0.431 -4.635 -0.040 -0.083
O -0.431 -5.580 -1.099 -0.553
C 0.479 -5.307 -2.145 -0.246
H 0.249 -1.987 -5.394 0.178
H -1.075 -1.906 -4.212 0.153
H -0.223 -0.428 -4.686 0.168
H -0.081 -0.205 -2.455 0.175
H 1.628 -0.438 -2.057 0.220
H 0.342 -1.205 -0.241 0.245
H 1.161 -2.565 -0.996 0.157
H -1.006 -2.917 -2.212 0.347
H -2.334 -3.800 -0.497 0.191
H -1.395 -2.885 0.680 0.190
H -0.812 -5.169 0.834 0.180
H 0.600 -4.331 0.179 0.167
H 1.404 -4.864 -1.764 0.172
H 0.070 -4.627 -2.898 0.166
H 0.713 -6.257 -2.627 0.178
```

=====

Arrangement b

The following is a DFT calculation (ωB97M-V/def2-TZVPD) of a 3-piece molecular cluster, C17H42BN2O6S overall.

LUMO, Ha: 0.100
Net charge: -1

XYZ file:
```
69
Properties=species:S:1:pos:R:3:nbo_charge:R:1
S 6.549 2.660 2.223 -0.149
C 5.913 1.315 1.028 -0.528
C 5.457 0.031 1.950 -0.425
C 4.111 -0.745 1.432 -0.435
C 2.692 -0.033 1.835 0.069
C 2.668 1.315 2.766 -0.100
O 1.987 2.221 1.791 -0.762
B 1.918 1.624 0.433 0.422
O 1.714 0.178 0.719 -0.750
H 5.412 3.290 2.786 0.153
H 5.045 1.809 0.419 0.276
H 6.755 0.969 0.262 0.224
H 6.350 -0.758 1.870 0.192
H 5.434 0.363 3.078 0.217
H 4.119 -1.816 1.939 0.196
H 4.218 -0.880 0.264 0.226
H 2.109 -0.835 2.487 0.163
H 3.663 1.836 3.092 0.161
H 1.958 1.185 3.716 0.163
H 1.207 2.159 -0.348 -0.117
H 2.948 1.623 -0.162 -0.184
C -1.526 4.556 -0.235 -0.240
O -1.625 3.175 -0.558 -0.561
C -1.335 2.302 0.542 -0.087
C -2.619 1.645 1.080 -0.247
N -3.471 2.615 1.773 -0.626
C -4.839 2.146 2.026 -0.247
C -5.699 1.720 0.816 -0.086
O -6.090 2.800 -0.034 -0.555
C -5.091 3.231 -0.946 -0.246
H -1.512 5.123 -1.171 0.179
H -2.389 4.884 0.341 0.139
H -0.602 4.774 0.317 0.189
H -0.773 2.806 1.334 0.200
H -0.694 1.509 0.141 0.228
H -2.350 0.842 1.774 0.194
H -3.134 1.198 0.226 0.158
H -3.527 3.468 1.222 0.349
H -5.359 2.968 2.533 0.195
H -4.795 1.316 2.740 0.187
H -6.633 1.307 1.214 0.181
H -5.243 0.913 0.230 0.168
H -4.476 2.405 -1.313 0.181
H -4.472 4.002 -0.483 0.162
H -5.586 3.695 -1.804 0.178
C -0.436 -2.203 -4.324 -0.240
O 0.679 -2.052 -3.455 -0.561
C 0.385 -1.310 -2.264 -0.078
C 0.325 -2.237 -1.036 -0.258
N -0.859 -3.099 -1.068 -0.627
C -0.819 -4.217 -0.118 -0.247
C 0.352 -5.219 -0.220 -0.086
O 0.316 -6.044 -1.386 -0.555
C 0.797 -5.423 -2.570 -0.245
H -0.065 -2.548 -5.295 0.181
H -1.127 -2.955 -3.946 0.149
H -0.962 -1.251 -4.472 0.172
H -0.524 -0.707 -2.364 0.173
H 1.222 -0.617 -2.122 0.218
H 0.302 -1.629 -0.125 0.241
H 1.247 -2.823 -1.030 0.160
H -0.970 -3.484 -2.003 0.341
H -1.751 -4.777 -0.260 0.193
H -0.850 -3.810 0.899 0.194
H 0.262 -5.907 0.628 0.182
H 1.333 -4.742 -0.114 0.170
H 1.627 -4.739 -2.375 0.182
H -0.021 -4.909 -3.078 0.158
H 1.150 -6.205 -3.248 0.178
```

=====

Which structure loses on stability? arrangement b does.